{
  "formula": "C40H35BrFKN5OS",
  "method": "ωB97M-V with the def2-TZVPD basis set",
  "elements": ["K", "C", "C", "C", "C", "C", "C", "C", "C", "C", "H", "H", "H", "H", "H", "H", "H", "H", "H", "H", "H", "H", "Br", "C", "C", "C", "C", "O", "C", "C", "N", "C", "C", "C", "C", "C", "C", "C", "C", "N", "C", "C", "H", "H", "H", "H", "H", "H", "H", "H", "H", "H", "C", "N", "C", "C", "N", "C", "S", "C", "C", "C", "C", "C", "N", "H", "H", "H", "H", "H", "H", "H", "H", "H", "F", "C", "C", "C", "C", "C", "C", "H", "H", "H", "H"],
  "positions_angstrom": [[-0.134, 0.280, 0.581], [5.018, -0.520, -0.180], [4.157, 0.670, 0.156], [3.742, 1.544, -0.843], [2.921, 2.629, -0.558], [2.462, 3.570, -1.642], [2.510, 2.828, 0.756], [2.910, 1.976, 1.776], [2.416, 2.199, 3.184], [3.739, 0.901, 1.461], [6.054, -0.222, -0.366], [4.645, -1.022, -1.076], [5.007, -1.243, 0.636], [4.040, 1.358, -1.871], [3.013, 4.513, -1.598], [1.400, 3.799, -1.533], [2.611, 3.137, -2.630], [1.823, 3.637, 0.983], [3.037, 2.933, 3.706], [2.439, 1.273, 3.761], [1.388, 2.569, 3.168], [4.027, 0.202, 2.241], [-5.773, 5.104, 0.076], [-4.148, 4.206, 0.519], [-2.919, 4.857, 0.314], [-1.749, 4.222, 0.625], [-1.702, 2.882, 1.151], [-0.602, 2.315, 1.400], [-2.991, 2.266, 1.381], [-3.133, 0.972, 2.019], [-2.181, 0.156, 2.254], [-2.344, -0.959, 3.066], [-2.789, -0.861, 4.362], [-2.825, -1.990, 5.212], [-2.423, -3.214, 4.766], [-1.982, -3.361, 3.426], [-1.593, -4.604, 2.879], [-1.235, -4.681, 1.567], [-1.250, -3.504, 0.785], [-1.577, -2.331, 1.258], [-1.943, -2.241, 2.566], [-4.178, 2.949, 1.056], [-2.908, 5.860, -0.096], [-0.796, 4.711, 0.459], [-4.159, 0.705, 2.314], [-3.074, 0.114, 4.738], [-3.172, -1.872, 6.232], [-2.444, -4.082, 5.416], [-1.596, -5.485, 3.512], [-0.942, -5.621, 1.117], [-0.995, -3.542, -0.270], [-5.129, 2.461, 1.239], [3.913, -4.154, -0.160], [2.905, -3.743, -1.113], [2.762, -4.247, -2.396], [1.689, -3.652, -2.931], [1.165, -2.784, -1.985], [1.927, -2.822, -0.844], [1.834, -1.974, 0.603], [-0.127, -2.129, -2.197], [-1.043, -2.828, -2.969], [-2.297, -2.154, -3.178], [-2.546, -0.944, -2.655], [-1.505, -0.230, -1.815], [-0.247, -0.959, -1.645], [4.288, -5.132, -0.455], [3.469, -4.200, 0.831], [4.737, -3.440, -0.124], [3.453, -4.958, -2.815], [1.255, -3.736, -3.910], [-0.879, -3.841, -3.306], [-3.061, -2.645, -3.772], [-3.495, -0.439, -2.805], [-1.941, -0.043, -0.815], [-0.639, 4.768, -4.321], [-0.838, 3.575, -3.698], [0.043, 2.542, -3.944], [-0.159, 1.331, -3.296], [-1.231, 1.152, -2.427], [-2.093, 2.220, -2.203], [-1.904, 3.443, -2.838], [0.869, 2.694, -4.628], [0.515, 0.499, -3.460], [-2.929, 2.102, -1.519], [-2.564, 4.283, -2.659]],
  "mulliken_charge": [1.398, -1.603, 0.833, -0.637, 1.035, -1.404, -0.197, 0.490, -1.614, -0.392, 0.490, 0.318, 0.244, 0.265, 0.445, 0.100, 0.264, 0.167, 0.403, 0.338, 0.221, 0.239, -0.274, -0.116, -0.642, -0.427, 0.201, -0.933, 1.040, -1.073, 0.494, -0.638, -0.496, -0.722, -0.918, 1.322, -0.699, -1.221, 0.050, 0.263, 0.169, -0.766, 0.434, 0.356, 0.316, 0.546, 0.364, 0.361, 0.385, 0.429, 0.488, 0.450, -0.841, 0.385, -0.822, -0.513, 0.735, -0.200, -0.293, -1.009, -0.563, -0.952, -1.114, 0.686, 0.295, 0.346, 0.331, 0.200, 0.450, 0.534, 0.510, 0.364, 0.414, -0.630, -0.403, 0.591, -1.062, -0.085, 0.699, -0.108, -0.935, 0.457, 0.391, 0.498, 0.495],
  "total_charge": -1,
  "e_homo_ha": -0.1231,
  "max_force_ev_per_a": 1.9,
  "orbital_gap_ev": 5.604
}